No. 1
78
Properties=species:S:1:pos:R:3:mulliken_charge:R:1 method="wB97M-V/def2-TZVPD" orbital_gap_ev=7.25 spin_multiplicity=1 total_charge=+1
O -0.7436 1.9931 0.8543 -0.0543
O 0.4348 1.6576 -4.2616 -0.2489
C -2.1107 1.9606 0.3251 -0.3276
C -3.0744 2.7241 1.2062 -1.0941
H -2.3598 0.8898 0.2925 0.3567
H -2.0706 2.3519 -0.6953 0.2713
H -3.0670 2.3683 2.2418 0.2321
H -4.0852 2.5782 0.8121 0.4484
H -2.8578 3.7997 1.2002 0.2976
C -0.1294 3.3260 0.9773 -0.2770
C -0.1422 4.0615 -0.3462 -1.2584
H 0.9026 3.1471 1.3287 0.3998
H -0.6654 3.8700 1.7661 0.3173
H 0.4996 3.5496 -1.0720 0.3301
H 0.2526 5.0711 -0.2034 0.4329
H -1.1545 4.1494 -0.7546 0.3009
C 1.7261 1.5131 -4.8910 -0.2617
C -0.5755 2.3072 -5.0557 -0.1894
C 2.7429 2.5348 -4.4053 -1.2097
H 1.6335 1.5745 -5.9903 0.3860
H 2.0625 0.5016 -4.6205 0.2649
H 2.4395 3.5565 -4.6591 0.2848
H 3.7036 2.3380 -4.8883 0.3955
H 2.8900 2.4763 -3.3211 0.2292
C -0.2199 3.7035 -5.5476 -1.2217
H -1.4628 2.3480 -4.4098 0.2827
H -0.8080 1.6622 -5.9195 0.2828
H 0.0654 4.3676 -4.7237 0.2601
H -1.0926 4.1399 -6.0417 0.4003
H 0.5937 3.6844 -6.2809 0.3187
H 0.0204 -0.5427 -2.9184 0.0459
La 0.4990 0.3465 1.9829 1.3128
C 0.3233 -1.6039 -2.8683 -0.5950
Si -0.6928 -2.7254 -4.0068 0.2992
H 1.3845 -1.6605 -3.1435 0.3160
H 0.2272 -1.9261 -1.8235 0.1959
C -2.4250 -1.9984 -4.1006 -0.9175
C -0.7983 -4.4961 -3.3724 -0.9643
C 0.0556 -2.7260 -5.7371 -1.0063
C -1.4117 -0.9462 2.2002 -0.8470
Si -1.4314 -2.4672 3.2669 0.1521
H -1.5946 -1.1448 1.1134 0.3936
H -2.2809 -0.3412 2.5468 0.2071
C -1.4669 -4.0651 2.2865 -1.0225
C -2.9782 -2.3140 4.3205 -1.1175
C 0.0485 -2.5289 4.4357 -0.9218
H -0.4759 -3.4239 -6.3990 0.3256
H 1.1126 -3.0243 -5.7209 0.3344
H -0.0047 -1.7252 -6.1871 0.2792
H -2.9466 -2.1180 -3.1419 0.2947
H -3.0230 -2.4895 -4.8796 0.3099
H -2.3762 -0.9256 -4.3305 0.2462
H -1.0253 -4.5273 -2.2982 0.2545
H 0.1446 -5.0366 -3.5317 0.3071
H -1.5896 -5.0529 -3.8944 0.2986
H -3.8238 -1.9815 3.7047 0.3405
H -2.8353 -1.5694 5.1148 0.3089
H -3.2469 -3.2717 4.7819 0.3474
H 0.0935 -1.6708 5.1176 0.2179
H 1.0211 -2.5977 3.9305 0.2763
H -0.0478 -3.4303 5.0586 0.3493
H -1.6632 -4.9263 2.9393 0.3315
H -0.5134 -4.2462 1.7729 0.2983
H -2.2509 -4.0501 1.5188 0.3163
S -0.8063 1.7691 4.0200 -0.4235
C 0.6433 1.2817 4.7498 0.4018
N 1.6428 0.6076 4.0984 -0.2572
C 2.7164 0.2825 4.9354 0.0023
C 3.7831 -0.5479 4.5752 -0.5351
C 4.7436 -0.8296 5.5438 -0.7005
C 4.6267 -0.3060 6.8468 -0.4954
C 3.5244 0.4783 7.2152 -0.5174
C 2.5615 0.7523 6.2504 0.8700
S 1.0204 1.5686 6.4502 -0.1528
H 3.8061 -0.9535 3.5651 0.3355
H 5.5917 -1.4618 5.2891 0.3844
H 5.3941 -0.5175 7.5859 0.3825
H 3.3970 0.8777 8.2201 0.3890

No. 2
82
Properties=species:S:1:pos:R:3:lowdin_spin:R:1 method="wB97M-V/def2-TZVPD" orbital_gap_ev="7.04 / 8.93" spin_multiplicity=3 total_charge=+1 de_lowest_kcal_mol=14.6
Ti -0.6615 0.5468 -0.4482 1.6934
C -0.8148 2.9445 3.4697 0.0000
C -0.6683 2.6508 1.9792 0.0030
C 0.7595 3.1481 1.4742 0.0016
C 1.9242 2.3205 0.8484 0.0053
C 3.0315 3.2886 0.4590 0.0007
C 2.4823 1.2422 1.7746 0.0010
N 1.3807 1.6462 -0.4271 0.0494
C 1.8152 1.8920 -1.8611 0.0073
C 1.2502 0.7709 -2.7778 0.0099
N -0.1969 0.4147 -2.5693 0.0179
C -1.0577 1.4946 -3.1456 0.0050
C -1.0781 2.7601 -2.2523 0.0054
O -1.0243 3.8613 -2.7326 0.0076
O -1.1804 2.4878 -0.9559 0.0176
C -0.5338 -0.9843 -3.0801 0.0076
C -1.1676 -0.9987 -4.4632 0.0010
C -1.2564 -1.8682 -2.0074 0.0057
C -2.6547 -1.5558 -1.3429 0.0059
C -3.7978 -1.4705 -2.3473 0.0006
C -2.9091 -2.7117 -0.3823 0.0005
N -2.5811 -0.2481 -0.5853 0.0209
C -3.1188 -0.1035 0.8088 0.0121
C -2.6269 1.2314 1.4279 0.0119
N -1.1288 1.2680 1.6188 0.0127
C -0.7328 0.2185 2.5961 0.0019
C -0.3594 -1.0992 1.9045 0.0078
O -0.4149 -2.1627 2.4864 0.0055
O 0.0747 -0.9113 0.6918 0.0323
H -0.7840 4.0222 3.6328 0.0000
H -0.0136 2.4992 4.0617 0.0000
H -1.7683 2.5843 3.8591 0.0001
H -1.3645 3.2971 1.4507 0.0001
H 1.2233 3.6434 2.3287 0.0000
H 0.5486 3.9381 0.7487 0.0000
H 3.4355 3.7349 1.3675 0.0001
H 2.6714 4.0946 -0.1819 0.0000
H 3.8477 2.7674 -0.0417 0.0000
H 2.4797 1.6207 2.7976 0.0001
H 3.5091 0.9996 1.4996 0.0000
H 1.9125 0.3151 1.7327 0.0002
H 0.3922 2.0456 -0.4574 0.0111
H 1.4046 0.5880 -0.2993 0.0117
H 2.8997 1.8597 -1.9232 0.0009
H 1.4699 2.8837 -2.1441 0.0007
H 1.8382 -0.1207 -2.5874 0.0011
H 1.4157 1.0741 -3.8159 0.0006
H -2.0898 1.1482 -3.2055 0.0006
H -0.7350 1.7901 -4.1445 0.0006
H 0.4331 -1.4792 -3.1806 0.0003
H -2.1504 -0.5335 -4.5081 0.0001
H -1.2828 -2.0364 -4.7784 0.0003
H -0.5270 -0.5057 -5.1966 0.0000
H -0.5430 -1.9702 -1.1859 0.0011
H -1.3463 -2.8586 -2.4605 0.0007
H -3.7819 -2.3231 -3.0280 0.0001
H -3.7463 -0.5626 -2.9532 0.0002
H -4.7588 -1.4724 -1.8288 0.0001
H -2.9603 -3.6370 -0.9570 0.0002
H -3.8588 -2.5981 0.1422 0.0001
H -2.1097 -2.8157 0.3551 0.0000
H -3.0208 0.4790 -1.1525 0.0050
H -2.7755 -0.9346 1.4199 0.0003
H -4.2112 -0.1156 0.8188 0.0019
H -3.1364 1.3741 2.3868 0.0027
H -2.9088 2.0474 0.7628 0.0013
H -1.5194 0.0377 3.3314 0.0002
H 0.1545 0.5449 3.1358 0.0000
C 3.9284 -2.8394 2.8976 0.0001
N 3.7379 -2.3027 1.5559 0.0005
C 2.7869 -2.5375 0.6407 0.0008
S 2.7546 -1.5740 -0.7890 0.0031
N 1.8645 -3.4781 0.7837 0.0009
C 1.6456 -4.5078 1.7925 0.0001
H 4.8245 -2.3746 3.3002 0.0000
H 4.0862 -3.9159 2.8919 0.0000
H 3.0933 -2.5953 3.5535 0.0000
H 4.3792 -1.5907 1.2522 0.0000
H 1.2145 -3.4730 0.0156 0.0000
H 1.8876 -4.1618 2.7888 0.0000
H 2.2149 -5.4097 1.5647 0.0001
H 0.5844 -4.7384 1.7889 0.0000

No. 3
78
Properties=species:S:1:pos:R:3:lowdin_spin:R:1 method="wB97M-V/def2-TZVPD" orbital_gap_ev="7.41 / 7.26" spin_multiplicity=3 total_charge=+1 de_lowest_kcal_mol=2.9
Pd -0.2672 -0.0411 -0.0128 1.0894
C -1.1688 0.4745 4.1179 0.0322
As -0.0923 -0.0669 2.5896 0.0993
C 1.4894 0.9748 3.0284 0.0167
C 0.5570 -1.8475 3.0787 0.0141
C -0.3979 -3.0452 2.9059 0.0008
C -1.7411 -2.7969 3.5881 0.0005
C -0.6123 -3.4113 1.4295 0.0283
As -1.4454 -2.1808 0.1538 0.1226
C -1.6248 -3.4608 -1.2917 0.0345
C -3.3021 -2.0116 0.6739 0.0132
C 0.2914 -4.2494 3.5817 0.0009
As -0.7090 -5.9587 3.6030 0.0010
C 0.8384 -7.0668 4.0604 0.0002
C -1.4401 -5.8341 5.4160 0.0003
H -0.6961 0.0969 5.0247 0.0050
H -2.1899 0.1101 4.0574 0.0005
H -1.1833 1.5632 4.1441 0.0002
H 1.8753 0.6834 4.0059 0.0033
H 1.2189 2.0296 3.0448 0.0000
H 2.2374 0.8108 2.2587 0.0003
H 0.8933 -1.7961 4.1186 0.0027
H 1.4440 -1.9925 2.4545 0.0000
H -2.2691 -1.9404 3.1698 0.0003
H -1.6104 -2.6184 4.6579 0.0002
H -2.3993 -3.6612 3.4702 0.0001
H -1.2216 -4.3178 1.3732 0.0047
H 0.3522 -3.6514 0.9691 0.0004
H -2.1178 -4.3465 -0.8909 0.0058
H -0.6454 -3.7353 -1.6795 0.0002
H -2.2282 -3.0433 -2.0941 0.0001
H -3.6726 -2.9533 1.0775 0.0026
H -3.8667 -1.7497 -0.2202 -0.0001
H -3.4241 -1.2135 1.4020 0.0001
H 0.5297 -3.9962 4.6189 0.0002
H 1.2392 -4.4530 3.0736 0.0000
H 1.4891 -7.1635 3.1924 0.0000
H 0.4918 -8.0594 4.3435 0.0000
H 1.3987 -6.6336 4.8894 0.0000
H -2.2928 -5.1578 5.4383 0.0000
H -0.6816 -5.4885 6.1190 0.0000
H -1.7812 -6.8232 5.7199 0.0000
C -0.9657 -0.5383 -3.0955 0.0039
N -0.1161 0.4038 -2.3666 0.0914
C 1.2632 0.2823 -2.8397 0.0064
C -0.6197 1.7822 -2.5556 0.0111
C -1.5275 2.2487 -1.4426 0.0484
C -2.3016 3.3911 -1.6409 0.0098
C -3.1232 3.8693 -0.6341 0.0037
C -3.1808 3.2000 0.5826 0.0086
C -2.4125 2.0609 0.7789 0.0413
C -1.5677 1.5823 -0.2212 0.2511
H -0.9696 -0.3174 -4.1702 0.0012
H -1.9874 -0.4704 -2.7206 0.0014
H -0.5985 -1.5526 -2.9509 0.0008
H 1.3443 0.5204 -3.9082 0.0033
H 1.6097 -0.7359 -2.6718 0.0005
H 1.8986 0.9622 -2.2746 0.0009
H -1.1475 1.8470 -3.5140 0.0006
H 0.2387 2.4532 -2.6364 0.0004
H -2.2663 3.9066 -2.5953 0.0023
H -3.7240 4.7535 -0.8004 0.0003
H -3.8274 3.5640 1.3715 0.0016
H -2.4792 1.5444 1.7312 0.0048
C 4.3306 -1.4348 1.4851 -0.0001
P 3.6401 -0.5350 0.0958 0.0019
C 4.2919 1.1304 0.2034 0.0007
C 4.3789 -1.2591 -1.3682 0.0001
O 2.1392 -0.5751 0.0738 0.0227
H 5.4203 -1.4331 1.4512 0.0000
H 3.9752 -2.4654 1.4556 0.0000
H 4.0040 -0.9786 2.4198 0.0001
H 5.3826 1.1202 0.2007 0.0001
H 3.9434 1.6098 1.1184 0.0000
H 3.9422 1.7126 -0.6491 0.0000
H 5.4623 -1.3253 -1.2656 0.0000
H 4.1446 -0.6505 -2.2415 0.0000
H 3.9729 -2.2597 -1.5184 0.0000